115
Properties=species:S:1:pos:R:3 method="wB97M-V/def2-TZVPD" total_charge=+1 gap_ev=11.1138 e_homo_ev=-12.77
N 0.790 0.027 -0.377
H 0.280 -0.514 -1.060
H 0.351 0.394 0.456
H 1.259 0.841 -0.746
H 1.566 -0.503 -0.009
C 3.654 3.100 2.124
C 4.989 3.142 1.438
O 5.009 1.960 0.600
S 4.070 0.758 1.146
O 4.562 0.089 2.345
O 3.539 -0.022 -0.009
O 2.947 1.963 1.572
H 3.188 4.038 1.823
H 3.668 2.992 3.208
H 5.786 2.893 2.139
H 5.202 3.950 0.739
C -4.369 -2.727 0.219
C -4.801 -1.931 -0.967
O -4.607 -0.564 -0.655
S -3.216 -0.419 0.180
O -3.411 0.501 1.302
O -1.979 -0.308 -0.656
O -3.335 -1.944 0.738
H -4.117 -3.776 0.063
H -5.109 -2.602 1.009
H -5.812 -2.218 -1.256
H -4.253 -2.120 -1.890
C -3.308 -1.425 4.124
C -4.659 -0.732 4.010
O -5.482 -1.440 4.931
S -5.127 -3.090 4.886
O -6.001 -3.793 3.895
O -4.956 -3.620 6.171
O -3.658 -2.798 4.175
H -2.708 -1.186 5.002
H -2.638 -1.235 3.285
H -4.967 -0.845 2.971
H -4.689 0.307 4.339
C -3.166 1.397 -3.780
C -3.243 2.328 -2.529
O -1.953 2.401 -2.129
S -0.818 2.325 -3.357
O 0.398 1.716 -2.852
O -0.777 3.540 -4.166
O -1.816 1.159 -4.035
H -3.576 1.785 -4.712
H -3.459 0.356 -3.645
H -4.032 2.010 -1.848
H -3.563 3.301 -2.904
C 0.345 -5.026 2.788
C -1.136 -4.702 3.057
O -1.721 -3.944 2.039
S -0.536 -3.464 1.016
O 0.001 -2.152 1.392
O -1.115 -3.626 -0.358
O 0.402 -4.792 1.384
H 0.620 -6.044 3.063
H 0.970 -4.380 3.405
H -1.191 -4.145 3.992
H -1.716 -5.625 3.045
C -1.445 1.614 4.095
C -0.734 2.711 3.161
O 0.520 2.159 2.767
S 0.938 0.677 3.503
O 1.588 1.006 4.795
O 1.500 -0.263 2.521
O -0.689 0.384 3.822
H -2.533 1.578 4.027
H -1.226 1.930 5.115
H -0.654 3.538 3.866
H -1.262 2.972 2.244
C 5.251 3.282 -3.763
C 3.936 3.726 -4.507
O 3.031 4.043 -3.540
S 3.615 3.709 -1.957
O 2.735 2.871 -1.202
O 4.087 4.874 -1.320
O 4.759 2.755 -2.552
H 5.932 4.133 -3.759
H 5.834 2.491 -4.234
H 3.534 3.004 -5.218
H 4.180 4.559 -5.166
C -0.971 5.820 -1.586
C -2.074 5.557 -0.578
O -1.668 4.478 0.146
S 0.008 4.333 0.144
O 0.348 2.909 -0.131
O 0.610 4.946 1.358
O 0.276 5.307 -1.175
H -0.920 6.904 -1.688
H -1.227 5.424 -2.568
H -2.934 5.295 -1.194
H -2.220 6.413 0.081
C -0.434 -4.611 -3.305
C -1.887 -4.111 -3.547
O -1.737 -2.770 -4.036
S -0.214 -2.139 -3.897
O -0.012 -1.579 -2.533
O 0.017 -1.245 -5.009
O 0.322 -3.653 -4.094
H -0.453 -5.586 -3.791
H -0.136 -4.664 -2.257
H -2.492 -3.991 -2.648
H -2.367 -4.617 -4.385
C 4.952 -3.252 0.508
C 5.619 -2.903 -0.877
O 4.733 -3.484 -1.885
S 3.359 -4.079 -1.152
O 3.475 -5.473 -1.052
O 2.255 -3.470 -1.822
O 3.583 -3.323 0.305
H 5.265 -2.519 1.252
H 5.193 -4.268 0.820
H 6.652 -3.126 -1.145
H 5.609 -1.835 -1.093


53
Properties=species:S:1:pos:R:3 method="wB97M-V/def2-TZVPD" total_charge=+2 multiplicity=6 gap_ev="8.7200 / 6.6759" e_homo_ev="-14.00 / -14.71"
Fe -0.276 -1.033 -1.381
C 4.721 2.850 0.547
C 3.425 2.094 0.539
C 3.111 1.179 1.544
C 1.924 0.470 1.521
C 0.999 0.657 0.496
N -0.184 -0.123 0.436
C -1.113 -0.045 1.390
C -1.084 0.961 2.403
C -2.085 1.085 3.323
C -3.201 0.233 3.294
C -4.333 0.411 4.250
C -3.250 -0.764 2.310
C -2.239 -0.938 1.396
N -2.332 -2.061 0.524
C -2.975 -3.217 0.805
C -3.000 -3.989 -0.330
C -2.334 -3.228 -1.285
N -1.926 -2.064 -0.775
C 1.315 1.561 -0.526
C 2.512 2.262 -0.497
N 0.414 1.807 -1.607
C 0.119 2.991 -2.175
C -0.698 2.753 -3.257
C -0.856 1.370 -3.286
N -0.180 0.795 -2.289
H 5.140 2.902 1.550
H 4.589 3.865 0.176
H 5.455 2.358 -0.093
H 3.808 1.017 2.356
H 1.698 -0.245 2.303
H -0.258 1.658 2.407
H -2.034 1.867 4.069
H -3.990 0.833 5.193
H -4.847 -0.528 4.446
H -5.066 1.105 3.828
H -4.122 -1.404 2.270
H -3.356 -3.415 1.792
H -3.433 -4.967 -0.445
H -2.126 -3.467 -2.317
H 2.739 2.947 -1.306
H 0.502 3.911 -1.765
H -1.124 3.480 -3.925
H -1.429 0.767 -3.972
C 3.054 -1.218 -1.797
S 1.676 -2.387 -1.778
C 1.665 -2.928 -3.502
H 2.873 -0.403 -2.493
H 3.954 -1.762 -2.076
H 3.166 -0.835 -0.784
H 2.618 -3.409 -3.711
H 1.505 -2.097 -4.186
H 0.871 -3.665 -3.608


43
Properties=species:S:1:pos:R:3 method="wB97M-V/def2-TZVPD" e_above_lowest_kcal_mol=424.11 total_charge=0 gap_ev=6.5024 e_homo_ev=-7.82
O -0.148 2.400 0.533
C -1.168 1.897 0.152
O -2.189 2.132 0.843
H -2.126 2.940 1.577
C -1.357 1.139 -1.003
H -2.499 0.985 -1.088
C -1.082 -0.384 -0.335
N 0.504 -0.289 0.251
C 0.830 -1.217 1.205
O 0.124 -2.323 1.278
C 2.025 -0.936 2.246
C 1.621 0.513 2.788
C 0.182 0.658 3.157
C -0.336 1.643 3.616
C 0.426 2.971 3.237
C 1.544 2.847 2.948
C 2.065 1.665 2.462
H 3.108 1.591 2.155
H 2.305 3.671 2.616
N -0.405 4.072 3.394
O 0.318 5.230 3.552
O -1.584 4.037 3.186
H -1.338 1.699 4.046
H -0.419 -0.479 3.641
H 3.117 -0.714 1.498
H 2.069 -1.690 2.792
H 0.763 0.634 0.154
C -0.647 -1.425 -1.600
C -1.853 -2.263 -1.792
C -1.767 -3.148 -3.013
C -0.506 -2.998 -3.822
C 0.444 -1.893 -3.638
C 0.318 -1.218 -2.499
H 1.008 -0.334 -2.371
O 1.265 -1.986 -4.588
C 1.007 -3.235 -5.378
O -0.179 -3.562 -5.086
H 0.568 -2.804 -6.342
H 1.693 -3.878 -5.454
H -2.425 -3.905 -2.999
H -2.741 -2.479 -1.223
H -1.725 -0.945 0.528
H -0.810 1.378 -1.621


20
Properties=species:S:1:pos:R:3 method="wB97M-V/def2-TZVPD" smiles=C.O.O.O.O.O e_above_lowest_kcal_mol=18.44 total_charge=0 gap_ev=11.7287 e_homo_ev=-11.18
C 1.103 -2.915 0.179
H 1.428 -1.924 -0.248
H 1.264 -3.634 -0.650
H 1.865 -3.131 0.885
H 0.121 -2.762 0.662
H 0.772 3.436 0.049
H 1.755 4.369 -0.563
O 1.169 3.635 -0.810
H -1.947 -1.278 2.321
H -1.473 -0.884 0.918
O -1.453 -0.627 1.882
H 0.423 1.382 -1.385
H 1.163 0.362 -2.265
O 0.253 0.698 -2.067
H -1.192 -0.970 -1.648
H -2.684 -1.492 -1.768
O -1.991 -1.233 -1.136
H 0.362 1.778 1.713
H -0.721 2.588 2.370
O -0.218 2.603 1.560